# 1
{"formula": "C30H59Br2FKLiN7O14Si", "method": "ωB97M-V/def2-TZVPD", "e_lumo_ev": -4.5772, "orbital_gap_ha": 0.0258, "energy_ev": -238351.709, "charge": 1, "symbols": ["C", "C", "N", "C", "N", "C", "C", "C", "C", "O", "O", "C", "C", "C", "C", "Br", "C", "C", "O", "N", "C", "C", "N", "Si", "C", "C", "C", "H", "H", "H", "H", "H", "H", "H", "H", "H", "H", "H", "H", "H", "H", "H", "H", "H", "H", "H", "H", "H", "H", "H", "H", "H", "H", "H", "H", "H", "H", "H", "H", "H", "H", "H", "H", "C", "O", "N", "N", "H", "H", "H", "H", "C", "O", "C", "O", "O", "C", "H", "H", "H", "H", "H", "H", "C", "O", "C", "O", "O", "C", "H", "H", "H", "H", "H", "H", "C", "C", "N", "H", "H", "H", "Br", "O", "H", "C", "C", "O", "C", "O", "O", "F", "H", "H", "H", "K", "Li"], "xyz": [[3.071705, 4.192378, 1.724387], [2.094141, 4.281429, 0.417051], [0.909411, 3.401712, 0.573085], [0.845822, 2.154073, 0.150301], [1.957515, 1.501485, -0.497727], [2.376946, 0.438090, 0.447166], [3.848434, -0.120118, 0.193785], [4.526379, -0.199881, 1.806155], [5.582725, -1.509601, 2.062411], [4.090914, -1.392335, 2.655032], [1.354329, -0.568980, 0.434465], [0.080544, -0.077207, 0.884658], [0.024009, -0.199187, 2.491749], [0.526313, -1.607778, 3.064008], [-0.623089, -2.725706, 3.211685], [-0.420005, -3.582634, 5.029083], [-1.008212, -1.132863, 0.282260], [-2.451160, -1.004523, 0.933978], [-3.105082, -2.090817, 1.086347], [-3.093384, 0.236359, 1.414629], [-3.793209, -0.109350, 2.717451], [-4.135608, 0.713697, 0.448295], [-0.331819, 1.259370, 0.365406], [-0.555061, 4.044393, 1.471662], [-0.309817, 5.870579, 2.055974], [-0.883115, 3.060312, 3.114304], [-2.106334, 4.076268, 0.321767], [3.415904, 5.260928, 1.971872], [2.517658, 3.682989, 2.578159], [3.997525, 3.617079, 1.395857], [2.774426, 4.073266, -0.477991], [1.825424, 5.399570, 0.339642], [2.718975, 2.116208, -0.817528], [2.365331, 0.916149, 1.502796], [3.870585, -1.200401, -0.203419], [4.537205, 0.588301, -0.378945], [4.796581, 0.835520, 2.336150], [6.332392, -0.826650, 2.588359], [5.620752, -1.832003, 0.953017], [-0.982912, 0.091772, 2.941963], [0.773974, 0.590471, 2.883445], [1.426727, -2.050602, 2.513813], [0.898494, -1.401950, 4.137174], [-1.683042, -2.320649, 3.200220], [-0.464610, -3.582813, 2.458893], [-0.569264, -2.177779, 0.480454], [-1.035925, -0.959011, -0.855019], [-4.774828, -0.674664, 2.499161], [-3.122039, -0.710058, 3.413270], [-3.986034, 0.899350, 3.236369], [-3.701949, 0.903274, -0.599578], [-4.931103, -0.116165, 0.391905], [-4.565199, 1.706205, 0.844068], [-0.812518, 1.148587, -0.549788], [0.407124, 5.859078, 2.962885], [-1.291866, 6.312978, 2.457252], [0.118329, 6.554011, 1.244469], [-1.462299, 3.771940, 3.816695], [-1.628581, 2.244688, 2.826480], [0.080606, 2.673309, 3.582981], [-2.855438, 3.264644, 0.595639], [-2.612867, 5.096955, 0.450753], [-1.707656, 3.987919, -0.754343], [1.514357, -7.598034, 7.072190], [1.085384, -8.303883, 7.968332], [2.775391, -7.733059, 6.573734], [0.780939, -6.609777, 6.483381], [3.140879, -7.159482, 5.837234], [3.356245, -8.449561, 6.977067], [-0.198554, -6.456820, 6.826307], [1.139980, -6.030987, 5.740910], [-4.404785, -2.024456, -1.544540], [-3.802968, -1.501641, -2.727984], [-4.598903, -1.512491, -3.810203], [-5.735384, -1.910676, -3.851585], [-3.906650, -0.992468, -4.837821], [-4.634445, -0.930568, -6.065384], [-3.667391, -1.955697, -0.741658], [-5.278197, -1.432647, -1.262294], [-4.677140, -3.073273, -1.679969], [-5.512666, -0.290278, -5.960777], [-4.922709, -1.932104, -6.392961], [-3.980043, -0.495756, -6.820422], [-3.699565, 5.483188, -5.286059], [-3.885001, 4.851372, -4.028552], [-4.344952, 3.587592, -4.116105], [-4.592988, 2.997586, -5.136219], [-4.477059, 3.105391, -2.873434], [-4.960664, 1.762561, -2.819498], [-3.327597, 6.494680, -5.100932], [-2.956175, 4.943669, -5.882757], [-4.650801, 5.556087, -5.824751], [-4.267060, 1.083403, -3.320032], [-5.956713, 1.694035, -3.262244], [-5.030289, 1.471198, -1.770158], [-4.440896, -2.514756, -9.666962], [-4.454556, -1.058584, -9.504474], [-4.465158, 0.085128, -9.377091], [-4.345070, -3.025080, -8.705773], [-5.359412, -2.874757, -10.135926], [-3.607027, -2.840843, -10.292634], [-0.265632, -5.735608, 8.221308], [4.291469, 3.023505, -1.191181], [4.582959, 3.659291, -1.838410], [9.412840, -4.089320, 0.915587], [8.841273, -3.022522, 0.034089], [9.452663, -1.846944, 0.509196], [10.662525, -2.242029, 1.008402], [11.561119, -1.499975, 1.249417], [10.713355, -3.593036, 1.187805], [7.487943, -2.908195, 0.211335], [8.862139, -4.200133, 1.854832], [9.459073, -5.060092, 0.419557], [9.065384, -3.149868, -1.028559], [5.027755, -3.253497, 0.401954], [-3.387618, 6.748766, -7.464377]], "atomic_forces_ev_per_a": [[-0.2, 0.1, -1.0], [2.1, 1.7, 0.7], [-1.0, -1.0, -0.6], [1.8, -1.1, -1.2], [-2.2, 0.7, 1.7], [-0.1, 0.3, 0.7], [0.5, -0.1, 3.2], [0.0, -2.4, -0.6], [-3.0, 5.8, -0.6], [3.8, 2.1, -3.3], [0.5, 0.7, -0.3], [-2.2, -1.9, 0.8], [1.4, 0.7, 0.0], [-0.3, -0.1, 0.9], [0.7, -0.2, -0.1], [-0.2, 0.3, -1.0], [1.0, 1.0, 0.2], [-2.2, -3.6, 0.5], [2.9, 3.8, -0.2], [0.5, -1.2, 0.0], [-0.4, 0.7, 0.3], [0.0, 0.0, -0.2], [2.1, 1.4, 0.0], [-2.0, 1.0, 1.6], [0.9, 0.3, 0.4], [-0.7, 0.3, -0.5], [0.3, 0.2, -0.3], [-0.7, -1.7, -0.1], [0.9, 0.8, -0.8], [-1.2, 0.5, 0.5], [-0.8, -0.5, 0.8], [-0.4, -2.0, 0.1], [1.0, 0.7, -0.2], [0.3, -0.9, -1.4], [-0.5, 1.9, 0.3], [-1.2, -0.7, 0.5], [-0.9, -2.6, -1.0], [-0.6, -2.1, -0.4], [1.8, 3.9, 4.6], [1.3, -0.4, -0.9], [-1.2, -1.1, -0.5], [-1.3, 0.8, 0.6], [-0.6, -0.2, -1.7], [1.5, -0.6, -0.1], [-0.6, 1.4, 1.2], [-1.1, 1.6, -0.3], [-0.2, -0.4, 1.5], [1.5, 0.8, 0.6], [-0.9, 0.7, -1.1], [0.0, -1.6, -0.8], [-0.4, -0.4, 1.7], [0.8, 1.5, -0.1], [0.5, -1.6, -0.6], [0.6, 0.2, 0.8], [-0.9, 0.2, -1.5], [1.3, -0.8, -0.8], [-0.7, -0.8, 1.2], [1.2, -1.0, -0.9], [1.3, 0.7, 0.6], [-1.5, 0.4, -0.4], [1.1, 0.9, -0.6], [0.7, -1.5, -0.3], [-1.0, 0.0, 1.4], [-0.8, -0.1, -0.4], [0.4, -0.2, -0.3], [1.2, -0.3, -0.1], [2.4, -2.6, -4.3], [-0.1, 0.0, 0.1], [-0.1, 0.2, 0.0], [0.1, -1.3, -2.4], [0.2, 0.0, 0.0], [0.0, -0.3, 0.4], [-0.1, 0.2, -0.5], [0.0, -0.1, -0.2], [0.5, 0.2, 0.1], [-0.1, -0.2, 0.5], [-0.1, 0.1, -0.5], [-0.4, -0.1, -0.8], [-0.1, -0.2, -0.2], [-0.1, 0.2, 0.0], [0.0, -0.2, 0.0], [-0.1, 0.1, 0.2], [0.1, 0.0, 0.3], [0.0, 0.0, 0.0], [0.1, 0.2, -0.2], [-0.3, -0.8, 0.3], [0.2, 0.5, 0.3], [0.2, 0.6, -0.5], [-0.3, -0.6, 0.0], [0.0, -0.1, 0.4], [-0.1, -0.2, -0.1], [-0.1, -0.2, 0.0], [-0.1, 0.1, -0.1], [0.2, 0.0, -0.1], [0.0, 0.4, -0.3], [0.0, -0.3, -0.1], [0.0, 0.0, -0.1], [0.0, -0.4, 0.0], [0.0, 0.2, 0.0], [0.0, 0.2, 0.0], [0.0, 0.2, 0.0], [-3.4, 4.6, 7.2], [-0.9, -0.8, 0.8], [0.2, 0.1, -0.3], [0.1, -1.0, 0.2], [0.6, 0.5, 0.0], [-0.2, -0.7, -0.4], [1.9, 0.9, 0.8], [-1.0, -0.7, -0.2], [-0.4, 0.5, -0.3], [-0.4, 0.0, -0.2], [-0.1, 0.2, -0.1], [0.2, 0.1, 0.1], [-0.4, 0.1, 0.0], [-2.3, -5.0, -2.2], [0.0, 0.0, -0.1]], "lowdin_charge": [-0.0641, -0.2050, -0.0330, -0.2203, 0.1432, -0.3021, 0.0101, -0.1410, -0.1351, -0.1293, -0.0574, -0.4196, -0.0962, -0.2483, -0.5579, 0.6171, 0.0298, -0.3474, 0.0128, -0.1853, -0.0745, -0.0986, 0.1316, 0.5816, -0.2060, -0.1773, -0.1774, 0.0908, 0.0679, 0.0621, 0.0808, 0.1120, 0.0526, 0.1531, 0.0710, 0.1197, 0.1779, 0.1396, -0.0859, 0.1064, 0.1097, 0.1039, 0.0917, 0.0337, 0.0730, 0.1414, 0.1467, 0.1100, 0.0886, 0.1059, 0.0839, 0.0964, 0.1102, 0.1414, 0.0542, 0.0573, 0.0392, 0.0616, 0.0117, 0.0380, 0.0171, 0.0497, 0.0460, -0.7717, -0.0285, 0.1293, -0.1705, 0.0737, 0.0957, -0.2528, 0.0352, -0.0384, -0.0185, -0.6218, 0.1370, -0.0158, -0.0456, 0.0468, 0.0931, 0.1146, 0.1046, 0.0925, 0.0718, -0.1235, 0.0155, -0.5841, 0.1415, 0.0145, -0.0213, 0.0779, 0.0872, 0.0845, 0.0926, 0.1174, 0.0640, -0.0648, -0.2804, 0.1313, 0.0740, 0.0873, 0.0853, 0.2669, -0.4808, -0.1159, -0.0642, -0.2914, 0.1459, -0.5176, 0.2078, 0.0946, -0.0474, 0.1516, 0.1490, 0.1854, 1.0344, 0.6423]}


# 2
{"formula": "C7H7F4N", "method": "ωB97M-V/def2-TZVPD", "relative_energy_kcal_mol": 41.2, "e_lumo_ev": 0.3358, "orbital_gap_ha": 0.3678, "energy_ev": -19729.315, "charge": 0, "symbols": ["C", "C", "C", "C", "C", "C", "C", "N", "F", "F", "F", "F", "H", "H", "H", "H", "H", "H", "H"], "xyz": [[0.584979, 0.516560, 0.126770], [0.286833, 0.218300, 1.400884], [-1.260686, -1.628242, 0.825422], [-0.985199, -0.399929, 1.858770], [-0.505789, 0.241860, -0.805316], [1.975974, 0.984921, -0.221336], [-0.320480, 0.207213, -2.291108], [-1.068412, -1.571073, -0.386379], [1.216130, 0.318028, 2.328245], [-1.661135, -2.728482, 1.483407], [-0.764178, -0.930793, 3.064017], [-1.729651, 0.804875, -0.404289], [-1.944677, 0.116061, 1.926168], [2.602757, 1.334091, 0.677264], [1.863499, 1.758633, -0.805894], [2.559434, 0.236319, -0.604862], [-0.993450, -0.481834, -2.775285], [0.760099, -0.071599, -2.593529], [-0.616049, 1.075089, -2.802950]], "atomic_forces_ev_per_a": [[0.0, -0.2, 1.5], [-0.3, 0.7, -1.2], [0.7, 1.5, 0.9], [-0.6, -2.1, -1.3], [-2.0, -2.9, 0.7], [-0.2, -1.5, 5.0], [1.7, -1.3, -0.2], [0.8, 1.8, -1.2], [0.2, 0.2, 0.7], [-0.1, 0.3, -0.2], [0.2, -0.6, 1.8], [1.2, 0.2, -0.8], [0.5, 0.7, -0.4], [-1.4, -0.5, -1.0], [0.0, 4.0, -3.5], [1.3, -1.9, -1.5], [-0.1, -0.8, 0.4], [-1.8, 0.5, 0.7], [0.1, 1.9, -0.1]], "lowdin_charge": [-0.1383, -0.1911, -0.3644, -0.1784, -0.2737, 0.0028, -0.0097, 0.2196, 0.1266, 0.0881, 0.0499, 0.0180, 0.1619, 0.1278, 0.0259, 0.0615, 0.0777, 0.1290, 0.0668]}


# 3
{"formula": "C14H8O2Rb", "method": "ωB97M-V/def2-TZVPD", "relative_energy_kcal_mol": 0.0, "e_lumo_ev": -3.8804, "orbital_gap_ha": 0.3098, "energy_ev": -19393.491, "charge": 1, "symbols": ["Rb", "C", "C", "C", "C", "C", "C", "C", "O", "C", "C", "C", "C", "C", "C", "C", "O", "H", "H", "H", "H", "H", "H", "H", "H"], "xyz": [[-1.226590, 1.948596, -4.556110], [2.341639, -2.047909, -1.975398], [1.474917, -1.545031, -2.934413], [0.402554, -0.755638, -2.563795], [0.268850, -0.410365, -1.200253], [1.145666, -0.935051, -0.257563], [2.216874, -1.738940, -0.640224], [0.972548, -0.615522, 1.179614], [1.711464, -1.107281, 2.012128], [-0.140653, 0.247745, 1.576519], [-0.423157, 0.435360, 2.917334], [-1.488516, 1.225092, 3.358812], [-2.287165, 1.840868, 2.389789], [-2.047292, 1.605625, 1.039052], [-0.984146, 0.847155, 0.612464], [-0.758479, 0.616275, -0.830082], [-1.388354, 1.200273, -1.693780], [3.174115, -2.632836, -2.351153], [1.671141, -1.746559, -3.980551], [-0.276005, -0.361486, -3.305876], [2.961564, -2.105593, 0.049609], [0.166617, -0.008146, 3.708013], [-1.714228, 1.374037, 4.403046], [-3.047809, 2.553706, 2.677545], [-2.725555, 2.115626, 0.365275]], "atomic_forces_ev_per_a": [[-0.1, 0.0, 0.3], [0.6, 0.0, -0.6], [-0.5, 0.1, -0.2], [0.7, 0.2, 0.9], [-0.3, 0.2, -1.0], [0.2, 0.2, 0.1], [-0.2, -0.1, -0.5], [0.8, -0.6, 0.7], [-0.2, 0.2, -0.4], [-1.0, 0.6, -0.2], [-0.3, 0.2, 1.2], [-0.3, 0.2, -1.4], [0.6, -0.2, 0.4], [-0.8, 1.1, 0.4], [0.4, -0.5, 0.2], [0.3, -0.8, 0.5], [-0.2, 0.4, -0.6], [0.0, -0.1, 0.3], [-0.1, -0.2, 0.0], [-0.1, -0.1, 0.1], [-0.2, 0.1, 0.3], [0.4, -0.3, -0.4], [0.2, -0.1, 0.1], [-0.2, -0.2, 0.0], [0.3, -0.3, -0.4]], "lowdin_charge": [1.0033, -0.0436, -0.0553, -0.0222, -0.0679, -0.0717, 0.0269, -0.2805, 0.1311, -0.0767, 0.0152, -0.0209, -0.0380, -0.0057, -0.0838, -0.2712, -0.0296, 0.1195, 0.1130, 0.0500, 0.1318, 0.1275, 0.1141, 0.1125, 0.1224]}


# 4
{"formula": "C4H9NO2", "method": "ωB97M-V/def2-TZVPD", "relative_energy_kcal_mol": 13.3, "smiles": "NC(=O)CCCO", "e_lumo_ev": 0.5914, "orbital_gap_ha": 0.3695, "energy_ev": -9879.486, "charge": 0, "symbols": ["N", "C", "O", "C", "C", "C", "O", "H", "H", "H", "H", "H", "H", "H", "H", "H"], "xyz": [[1.878690, 0.416192, 0.989674], [1.136149, -0.728160, 1.109023], [1.100000, -1.391060, 2.131512], [0.376117, -1.153154, -0.142572], [-1.062006, -0.603626, -0.195737], [-1.204145, 0.704396, -0.954670], [-0.389232, 1.699691, -0.347984], [2.225417, 0.779210, 1.867048], [1.530531, 1.104404, 0.333294], [0.926596, -0.864395, -1.046542], [0.344691, -2.244448, -0.102371], [-1.709706, -1.332794, -0.697712], [-1.452656, -0.487199, 0.821760], [-0.904860, 0.552252, -2.004096], [-2.258928, 1.016264, -0.948583], [-0.536659, 2.532420, -0.812048]], "atomic_forces_ev_per_a": [[-0.1, 0.0, 0.1], [0.0, -0.1, 0.1], [0.0, 0.2, -0.3], [0.0, -0.1, 0.0], [-0.1, 0.0, 0.0], [-0.2, -0.3, -0.2], [0.0, 0.3, -0.1], [0.0, 0.0, -0.1], [0.1, -0.1, 0.1], [-0.1, 0.0, 0.1], [0.0, 0.1, 0.0], [0.1, 0.1, 0.1], [0.1, 0.0, -0.1], [0.0, 0.0, 0.2], [0.2, 0.0, 0.0], [0.1, -0.1, 0.1]], "lowdin_charge": [0.1528, -0.5487, 0.0424, -0.1129, -0.1743, -0.2688, -0.0805, 0.1069, 0.0751, 0.1184, 0.1167, 0.1157, 0.1246, 0.1192, 0.1175, 0.0959]}